ORCA calculation (ωB97M-V/def2-TZVPD) on a cluster of 2 separate species, C3H9NOS in total in a non-equilibrium geometry.

Geometry (Å):
N (2.476, -0.987, -0.456)
C (2.967, 0.073, 0.262)
O (3.902, -0.066, 1.019)
H (1.475, -1.103, -0.479)
H (3.029, -1.806, -0.622)
H (2.553, 1.066, 0.066)
C (-1.539, 0.746, -0.746)
C (-1.772, 0.407, 0.756)
S (-3.315, -0.515, 0.919)
H (-2.419, 1.195, -1.201)
H (-1.216, -0.164, -1.252)
H (-0.726, 1.482, -0.828)
H (-0.909, -0.194, 1.055)
H (-1.725, 1.318, 1.347)
H (-2.782, -1.450, 0.161)

Charge = 0
Kohn-Sham gap = 9.818 eV
Energy above the lowest of the compared OMol25 structures with the same formula, charge and spin = 79.8 kJ/mol
SMILES string = NC=O.CCS